No. 1
Here is a structure of composition C8H13BIrN2 in a non-equilibrium geometry from the OMol25 dataset. Energies are from wB97M-V/def2-TZVPD.

Structure (XYZ):
```
25
Properties=species:S:1:pos:R:3:forces:R:3:nbo_charge:R:1
C -0.142146 2.491646 -1.020162 -0.1 -0.9 -1.3 -0.311
C -1.434544 1.925634 -0.730904 0.3 0.2 -0.4 -0.239
C -1.521525 0.640326 -1.324511 -0.1 0.1 0.0 -0.206
C -0.302557 0.361177 -1.992054 0.3 1.1 -0.3 -0.192
C 0.562939 1.503082 -1.835424 -1.8 0.9 -1.0 -0.226
Ir 0.670770 0.821598 0.387966 -3.5 2.4 -2.3 1.100
N 2.291175 0.717074 -0.501655 3.8 -1.2 1.3 -0.655
C 0.198925 0.721470 2.319083 0.0 -0.6 2.0 -0.611
C -1.169179 0.727874 2.003611 0.2 0.1 1.4 -0.396
H -2.365233 -0.045808 -1.246458 0.3 0.3 0.0 0.245
H -2.232144 2.439460 -0.208285 0.2 -0.2 0.0 0.241
H -0.059716 -0.526012 -2.569262 0.0 0.1 0.3 0.258
H 1.500152 1.670630 -2.367218 -0.5 -0.1 0.4 0.273
H 0.176273 3.525423 -0.862621 -0.1 -0.6 0.1 0.259
H -1.768176 1.627153 2.180875 0.5 -0.1 -0.5 0.215
H 0.749386 -0.236254 2.426613 -0.6 0.7 1.2 0.260
H 2.483934 0.159652 0.439003 1.0 0.3 -1.1 0.297
H -1.778230 -0.177624 2.115820 0.6 0.1 -0.7 0.234
H 0.712462 1.675457 2.501614 -0.1 -0.3 0.9 0.241
B 0.639976 -3.832978 0.006373 0.2 -1.2 -0.1 -0.628
C 0.425392 -2.320080 0.159889 -0.3 2.2 0.1 0.472
N 0.264760 -1.158153 0.243978 -0.1 -4.4 -0.3 -0.726
H -0.108223 -4.440789 0.744165 0.0 0.2 0.0 0.032
H 1.795444 -4.118652 0.274647 -0.1 0.3 0.0 0.033
H 0.410085 -4.151304 -1.145085 0.0 0.3 0.0 0.032
```
Forces are in eV/Å.

As for the total energy: -550.93518 hartree. As for the energy relative to the best compared isomer or geometry (same formula, charge and spin): 2.64 kcal/mol. The LUMO energy (spin up / spin down) comes out at 0.2 / -2.4 eV. As for the multiplicity: 6. The highest occupied orbital energy (spin up / spin down) comes out at -7.1408 / -9.2686 eV.

***

No. 2
Here is a structure of composition C8H13BN2Tl in a non-equilibrium geometry from the OMol25 dataset. Energies are from wB97M-V/def2-TZVPD.

Structure (XYZ):
```
25
Properties=species:S:1:pos:R:3:forces:R:3:nbo_charge:R:1
C -0.528447 0.880610 -2.065201 0.5 -0.3 0.5 -0.401
C 0.865694 1.011240 -1.822570 -0.6 0.4 0.4 -0.350
C 1.052504 1.721938 -0.597394 -1.0 0.0 -0.4 -0.331
C -0.231288 2.041762 -0.075785 0.4 -0.5 -0.9 -0.290
C -1.211176 1.503836 -0.966014 0.5 0.1 0.2 -0.387
Tl -0.853851 -1.092772 0.221801 0.0 2.6 1.9 0.783
N -3.327655 0.152545 0.536821 1.2 -3.1 -2.1 -0.326
C 0.525323 -2.622977 -0.964802 -0.9 -1.6 -0.8 -0.556
C 1.772970 -2.081829 -0.936222 -0.3 0.8 0.2 -0.375
H 2.010973 1.947617 -0.136910 -0.2 0.0 -0.1 0.203
H 1.658543 0.655424 -2.471307 -0.1 0.1 0.0 0.183
H -0.438887 2.548195 0.856293 0.0 -0.1 -0.1 0.222
H -2.281087 1.607835 -0.856099 0.0 0.2 -0.2 0.219
H -0.989040 0.421679 -2.936948 0.1 0.1 0.1 0.198
H 2.114384 -1.279484 -1.680718 -0.9 -1.5 1.1 0.240
H -0.031963 -3.371162 -0.218484 2.3 1.4 -1.5 0.234
H -2.892026 -0.817133 -0.127926 -2.5 3.4 1.9 0.191
H 2.419695 -2.128228 -0.024948 -0.6 -0.5 -1.0 0.219
H -0.287369 -2.361300 -1.754645 2.1 -0.6 0.6 0.227
B 0.052673 0.165251 4.923730 -0.2 -0.3 -0.8 -0.568
C 0.171552 0.323861 3.359364 0.3 -0.2 -1.1 0.313
N 0.338497 0.397190 2.207286 -0.3 -0.7 0.8 -0.607
H 1.052541 -0.453477 5.214382 0.0 0.0 0.4 -0.015
H -0.982034 -0.463899 5.085836 0.1 0.1 0.3 -0.016
H 0.019573 1.293080 5.304758 0.0 0.4 0.6 -0.010
```
Forces are in eV/Å.

Its net charge is -1. As for the total energy: -619.19948 hartree. As for the energy relative to the best compared isomer or geometry (same formula, charge and spin): 0.00 kcal/mol. The LUMO energy (spin up / spin down) comes out at 1.4 / 1.6 eV. As for the multiplicity: 1. The highest occupied orbital energy (spin up / spin down) comes out at -3.9343 / -3.9815 eV.

***

No. 3
Here is a cluster of 2 separate species, C8H13BrN2 in total in a non-equilibrium geometry from the OMol25 dataset. Energies are from wB97M-V/def2-TZVPD.

Structure (XYZ):
```
24
Properties=species:S:1:pos:R:3:forces:R:3:nbo_charge:R:1
C 2.454550 1.196157 -1.990789 -2.4 -0.1 1.9 -0.398
C 1.617537 1.803928 -1.086837 3.3 0.6 -2.3 -0.030
N 0.831673 1.247030 -0.138805 -1.9 -1.5 0.7 -0.496
C 0.330174 0.121107 -0.145982 0.1 0.9 0.4 0.460
C -0.276139 -0.994865 0.124994 -2.2 1.0 -1.4 -0.413
C -1.751780 -1.410709 -0.240119 3.5 2.8 -1.2 -0.391
C -2.699993 -0.645868 0.563528 -2.4 -0.8 2.7 -0.401
C -3.061519 0.650935 -0.016244 0.7 2.2 -0.1 -0.602
H 2.495394 0.116210 -2.136642 -0.1 0.2 0.3 0.201
H 3.043438 1.774721 -2.637520 0.7 0.8 -0.6 0.199
H 1.713981 2.884142 -0.920998 -0.1 -0.3 -0.5 0.189
H 0.228574 -1.665102 0.697236 1.7 -1.9 1.5 0.228
H -1.760937 -1.104255 -1.314582 -0.8 -1.0 0.6 0.217
H -1.778612 -2.415595 0.003635 -0.3 -2.1 -0.3 0.218
H -2.455131 -0.652535 1.639072 0.4 0.2 -0.3 0.201
H -3.672313 -1.163436 0.565922 0.2 -0.4 0.1 0.193
H -3.855171 1.261206 0.455036 0.7 -0.4 0.3 0.215
H -3.499620 0.285919 -0.892446 -0.7 0.4 -2.1 0.200
H -2.171655 1.270365 -0.271250 -0.7 -0.2 0.2 0.206
C 2.641881 -0.170863 1.880255 0.7 0.8 1.4 -0.052
N 2.937546 -0.512482 0.711146 -0.6 1.7 0.0 -0.513
Br 3.534526 -2.125882 0.253373 0.5 -1.8 0.0 0.211
H 2.754340 -0.637320 2.872924 0.0 -0.9 -0.7 0.166
H 2.399258 0.887198 2.025100 -0.4 -0.1 -0.5 0.193
```
Forces are in eV/Å.

Its SMILES is C=CN=C=CCCC.C=NBr. As for the total energy: -2995.96812 hartree. As for the energy relative to the best compared isomer or geometry (same formula, charge and spin): 53.24 kcal/mol. The LUMO energy comes out at 0.6 eV. As for the multiplicity: 1. The highest occupied orbital energy comes out at -8.4980 eV.

***

No. 4
Here is a cluster of 3 separate species, C8H13Cl3F3NO3 in total in a non-equilibrium geometry from the OMol25 dataset. Energies are from wB97M-V/def2-TZVPD.

Structure (XYZ):
```
31
Properties=species:S:1:pos:R:3:forces:R:3:nbo_charge:R:1
C -5.594367 2.285398 -7.222526 0.2 0.3 0.1 -0.629
C -6.713791 1.800704 -8.144315 1.8 -0.7 1.1 -0.096
O -7.736425 2.811348 -8.152324 4.2 0.8 -1.8 -0.448
C -8.903712 2.538634 -7.839379 -4.3 -2.1 1.3 0.707
O -9.335096 1.487034 -7.408463 0.1 0.8 -0.4 -0.588
C -9.821682 3.776414 -7.993075 -1.5 -0.4 -0.9 0.900
F -9.206306 4.745980 -8.688121 -0.4 -0.1 0.8 -0.303
F -10.994069 3.494879 -8.665691 1.5 0.0 0.5 -0.320
F -10.203233 4.153060 -6.770883 0.4 0.6 -0.2 -0.301
H -6.012742 2.631085 -6.277242 0.0 0.1 0.0 0.220
H -4.990250 3.078381 -7.663347 -0.3 0.3 0.0 0.213
H -4.859154 1.518196 -6.979700 -0.3 -0.4 -0.1 0.223
H -7.028883 0.831170 -7.758537 -0.8 0.3 -0.1 0.221
H -6.273666 1.621744 -9.125315 -0.7 0.4 -0.3 0.201
Cl -8.177553 -1.454072 -10.006188 -0.6 -0.4 -0.1 0.002
C -9.877876 -0.917351 -10.063215 -0.2 0.5 0.1 -0.251
Cl -11.105431 -2.192584 -10.490736 1.2 1.0 0.1 0.011
Cl -9.937833 0.554149 -11.108229 -0.3 -0.9 0.3 0.003
H -10.113584 -0.580266 -9.053796 -0.1 -0.1 -0.3 0.240
C -4.258273 1.794385 -13.534572 1.3 -0.9 1.2 -0.413
N -5.564647 1.227465 -13.347950 -0.5 0.6 -0.3 -0.422
C -6.105393 1.153896 -11.989787 1.3 0.4 -0.4 -0.426
C -6.179033 0.615296 -14.354606 -2.2 -0.6 -0.5 0.522
O -7.280493 0.073780 -14.246936 1.0 0.2 -0.2 -0.633
H -3.652174 1.185564 -12.863681 0.8 -0.1 -0.1 0.185
H -4.037137 2.799905 -13.176603 -0.9 0.4 -0.1 0.202
H -3.842946 1.695835 -14.537511 -0.5 -0.1 0.0 0.221
H -5.390778 0.552772 -11.427591 0.0 -0.1 0.4 0.185
H -6.009431 2.181436 -11.638985 -0.6 0.0 0.5 0.196
H -7.089818 0.695956 -11.893390 0.1 0.4 -0.5 0.263
H -5.671337 0.680062 -15.329416 0.2 0.0 0.1 0.115
```
Forces are in eV/Å.

Its SMILES is CCOC(=O)C(F)(F)F.ClC(Cl)Cl.CN(C)C=O. As for the total energy: -2273.26001 hartree. As for the energy relative to the best compared isomer or geometry (same formula, charge and spin): 0.00 kcal/mol. The LUMO energy comes out at 0.3 eV. As for the multiplicity: 1. The highest occupied orbital energy comes out at -9.3777 eV.

***

No. 5
Here is the molecule C8H13ClOSi in a non-equilibrium geometry from the OMol25 dataset. Energies are from wB97M-V/def2-TZVPD.

Structure (XYZ):
```
24
Properties=species:S:1:pos:R:3:forces:R:3:nbo_charge:R:1
C 2.678747 1.838642 0.827511 -0.6 0.2 2.0 -0.253
O 3.064631 0.961114 -0.170792 -0.1 -0.8 -0.5 -0.878
Si 2.086155 -0.294121 -0.622155 -2.0 -0.4 2.0 1.595
Cl 2.832490 -2.227351 -0.215721 -0.1 0.8 0.1 -0.421
C 0.192436 -0.136001 0.330319 2.2 -0.1 0.0 -0.553
C -0.711464 0.915880 -0.367605 2.2 1.0 -1.4 -0.432
C -1.867741 0.080062 -0.871427 -0.6 -0.8 0.9 -0.267
C -2.624700 -0.221236 0.431435 -0.8 -0.2 -2.0 -0.189
C -1.962670 -1.134358 1.122229 0.8 0.3 0.1 -0.200
C -0.665198 -1.428352 0.324334 -1.1 2.0 -0.2 -0.291
C -1.167533 -1.327112 -1.077083 -0.8 0.9 -3.0 -0.374
H 2.325737 1.390957 1.739179 -0.1 -1.3 0.5 0.167
H 1.803129 2.416426 0.632536 -0.4 0.9 -1.1 0.172
H 3.447903 2.441510 1.272949 0.9 0.5 -0.9 0.194
H 2.060692 -0.311127 -2.043123 -0.2 0.2 -1.0 -0.222
H 0.393420 0.037990 1.385499 0.2 0.6 0.0 0.226
H -0.155875 1.473036 -1.179923 -0.4 -1.0 0.2 0.200
H -0.953993 1.774226 0.219818 -0.7 0.2 1.0 0.218
H -2.521114 0.541779 -1.639656 0.7 -0.5 0.2 0.222
H -3.619242 0.191570 0.414067 -0.2 0.1 1.2 0.218
H -2.168706 -1.507197 2.116778 -0.1 -0.1 -0.1 0.218
H -0.167695 -2.261465 0.670389 1.2 -1.9 0.4 0.228
H -1.933849 -2.066660 -1.412105 0.8 0.3 0.3 0.222
H -0.365561 -1.148208 -1.887447 -1.0 -0.8 1.2 0.200
```
Forces are in eV/Å.

Its SMILES is CO[Si@@H](Cl)[C@H]1C[C@@H]2C=C[C@H]1C2. As for the total energy: -1137.55906 hartree. As for the energy relative to the best compared isomer or geometry (same formula, charge and spin): 0.00 kcal/mol. The LUMO energy comes out at 0.8 eV. As for the multiplicity: 1. The highest occupied orbital energy comes out at -9.2494 eV.

***

No. 6
Here is a structure of composition C8H13F6N3O9S2Te4V from the OMol25 dataset. Energies are from wB97M-V/def2-TZVPD.

Structure (XYZ):
```
46
Properties=species:S:1:pos:R:3:forces:R:3:nbo_charge:R:1
V 0.287799 0.610798 0.352384 -0.1 -0.2 0.0 1.476
Te 2.019098 0.961996 4.023593 -0.1 0.0 -0.1 0.111
Te 4.305483 1.807241 4.861727 0.1 0.0 0.0 -0.266
Te 3.641099 3.741691 1.204963 0.0 0.0 0.0 -0.586
Te 1.314703 2.812572 2.034573 0.0 -0.1 0.1 0.083
F -0.870160 1.372974 -3.398529 0.0 0.0 0.0 -0.312
C -1.231608 2.615931 -3.094091 0.0 0.0 -0.1 0.741
F -2.451088 2.840831 -3.629348 0.0 0.0 0.0 -0.347
F -0.373092 3.444627 -3.715028 0.0 0.0 0.0 -0.336
S -1.284391 2.978446 -1.233392 0.2 0.0 -0.1 1.545
O -0.049545 2.098347 -0.903888 -0.1 0.0 0.2 -1.054
O -0.888027 4.392897 -1.227147 -0.1 0.0 0.0 -0.971
N -2.601153 0.240888 -0.894398 0.0 -0.1 0.0 -1.305
S -1.899927 -1.037333 -0.840540 0.0 0.4 -0.2 2.121
O -0.363115 -0.928657 -0.835484 -0.2 0.1 0.3 -1.042
O -2.285745 -2.113562 0.089408 0.0 -0.1 0.1 -1.059
C -2.063174 -1.980877 -2.431724 0.0 -0.1 0.2 0.692
F -1.347073 -3.126012 -2.456748 0.0 0.0 0.0 -0.343
F -3.353376 -2.335162 -2.624086 0.0 0.0 0.0 -0.347
F -1.687028 -1.263170 -3.493758 0.0 0.0 -0.2 -0.331
C 4.405231 -0.038326 -0.431201 0.0 0.0 0.0 -0.626
C 2.957420 -0.459806 -0.573995 -0.1 0.0 0.0 0.152
C 2.698348 -1.288257 -1.822942 0.0 0.0 0.0 -0.630
O 2.109801 0.713639 -0.577309 0.0 -0.1 -0.1 -0.731
C 2.483392 -1.236741 0.675871 0.1 0.0 -0.1 0.785
O 3.135708 -2.192033 1.058807 0.0 0.0 0.0 -0.663
O 1.403493 -0.781018 1.205539 0.1 0.0 0.1 -0.756
H 4.733541 0.504466 -1.322292 0.0 0.0 0.0 0.194
H 5.015445 -0.931346 -0.301302 0.0 0.0 0.0 0.226
H 4.527443 0.619680 0.429046 0.0 0.0 0.0 0.251
H 3.023739 -0.738382 -2.711351 0.0 0.0 0.0 0.191
H 1.637471 -1.521838 -1.908481 0.0 0.0 0.0 0.258
H 3.268334 -2.214999 -1.755652 0.0 0.0 0.0 0.223
H 2.194956 1.290654 -1.345164 0.1 0.0 0.0 0.522
C -2.503424 -2.441042 3.105225 0.0 -0.1 0.0 -0.277
O -1.475325 -1.486975 2.860244 0.0 0.1 0.0 -0.453
C -1.780318 -0.331397 2.300455 0.1 -0.1 0.0 0.966
O -0.842695 0.442342 2.052542 -0.2 0.2 -0.2 -0.709
N -3.084764 -0.022835 2.122162 0.1 -0.1 0.1 -0.487
N -3.351797 1.243921 1.558296 0.0 0.0 0.0 -0.674
H -2.028300 -3.237512 3.672110 0.0 0.0 0.0 0.196
H -2.867160 -2.827492 2.152160 0.0 0.0 0.0 0.232
H -3.310515 -1.994756 3.689858 0.0 0.0 0.0 0.174
H -3.597889 -0.804180 1.719470 0.0 0.0 0.0 0.405
H -4.293522 1.485739 1.830895 -0.1 0.0 0.0 0.335
H -3.278299 1.114013 0.528517 0.1 0.0 0.0 0.429
```
Forces are in eV/Å.

Its net charge is -2. As for the total energy: -4565.91155 hartree. As for the energy relative to the best compared isomer or geometry (same formula, charge and spin): 26.24 kcal/mol. The LUMO energy (spin up / spin down) comes out at 3.8 / 3.1 eV. As for the multiplicity: 4. The highest occupied orbital energy (spin up / spin down) comes out at -1.7104 / -1.7225 eV.